Record 1
The following is a quantum chemistry calculation of a structure of composition C31H32MoN3OS3, from the OMol25 dataset.

Its energy relative to the best compared isomer or geometry (same formula, charge and spin) is 121.3 kJ/mol. The expectation value of S² is 2.024. As for the multiplicity: 3. As for the net charge: +1. The value obtained for the highest occupied orbital energy (spin up / spin down) is -10.332 / -10.527 eV. For the total energy, the calculation gives -73539.5178 eV.

Last column: Mulliken spin population.
Cartesian coordinates (Å):
1 Mo 0.40 0.50 -0.34  2.0709
2 C 2.37 1.10 -2.64  0.0135
3 N 1.12 1.73 -2.15  -0.0589
4 C -0.01 1.56 -3.11  -0.0115
5 C -1.32 1.90 -2.41  0.0257
6 N -1.62 0.89 -1.36  -0.0545
7 C -2.62 1.42 -0.40  0.0226
8 C -2.20 -0.29 -2.03  0.0266
9 C -3.52 -0.29 -2.48  0.0009
10 C -4.05 -1.39 -3.12  0.0004
11 C -3.26 -2.50 -3.37  -0.0001
12 C -1.94 -2.50 -2.96  0.0025
13 C -1.42 -1.41 -2.27  -0.0111
14 S 0.26 -1.44 -1.77  -0.0469
15 C 1.34 3.17 -1.99  0.0581
16 C 1.88 3.94 -3.01  -0.0083
17 C 2.03 5.31 -2.85  0.0086
18 C 1.63 5.92 -1.67  -0.0047
19 C 1.08 5.16 -0.66  0.0090
20 C 0.93 3.79 -0.82  -0.0151
21 S 0.24 2.84 0.47  0.0211
22 H 2.61 1.44 -3.65  -0.0002
23 H 2.27 0.02 -2.66  -0.0054
24 H 3.18 1.38 -1.98  0.0037
25 H -0.02 0.53 -3.48  -0.0034
26 H 0.13 2.22 -3.97  0.0019
27 H -2.13 1.94 -3.14  0.0071
28 H -1.24 2.88 -1.94  -0.0029
29 H -3.43 1.94 -0.92  0.0025
30 H -2.15 2.13 0.27  -0.0043
31 H -3.04 0.60 0.17  -0.0005
32 H -4.15 0.58 -2.33  -0.0004
33 H -5.09 -1.38 -3.43  0.0000
34 H -3.66 -3.36 -3.90  0.0003
35 H -1.29 -3.35 -3.16  0.0000
36 H 2.20 3.50 -3.95  0.0008
37 H 2.45 5.90 -3.66  0.0003
38 H 1.74 6.99 -1.55  -0.0003
39 H 0.76 5.61 0.27  0.0009
40 C -2.32 -4.66 3.10  -0.0001
41 C -1.05 -4.13 2.49  -0.0018
42 C -0.26 -3.20 3.15  0.0045
43 C 0.86 -2.65 2.55  -0.0093
44 C 1.19 -3.01 1.26  0.0124
45 C 0.44 -3.99 0.60  -0.0063
46 C -0.66 -4.55 1.22  0.0047
47 S 2.50 -2.25 0.29  -0.0012
48 C 3.81 -2.38 1.52  0.0021
49 O 2.29 -0.72 0.21  0.0280
50 H -2.56 -4.14 4.02  0.0000
51 H -2.22 -5.73 3.33  0.0000
52 H -3.15 -4.55 2.40  0.0000
53 H -0.53 -2.89 4.15  0.0001
54 H 1.46 -1.94 3.11  -0.0012
55 H 0.73 -4.30 -0.39  -0.0011
56 H -1.23 -5.31 0.70  0.0002
57 H 3.48 -1.95 2.46  -0.0002
58 H 4.67 -1.83 1.14  -0.0003
59 H 4.06 -3.43 1.63  0.0005
60 N 0.99 0.89 7.13  0.0035
61 C 0.86 0.85 5.99  -0.0008
62 C 0.73 0.76 4.57  0.0071
63 C -0.50 0.49 3.98  -0.0032
64 C -0.60 0.39 2.60  0.0461
65 C 0.51 0.57 1.78  -0.0885
66 C 1.72 0.89 2.40  -0.0237
67 C 1.85 0.97 3.77  -0.0224
68 H -1.38 0.36 4.61  -0.0004
69 H -1.57 0.17 2.17  0.0044
70 H 2.59 1.09 1.78  -0.0012
71 H 2.80 1.22 4.22  -0.0009

=====

Record 2
The following is a quantum chemistry calculation of a cluster of 3 separate species, C5H13NO2 in total in a non-equilibrium geometry, from the OMol25 dataset.

Its energy relative to the best compared isomer or geometry (same formula, charge and spin) is 320.2 kJ/mol. The value obtained for the highest occupied orbital energy is -8.068 eV. For the total energy, the calculation gives -10978.5600 eV.

Last column: Mulliken charge in e.
Cartesian coordinates (Å):
1 C 0.63 -1.75 2.30  -0.6889
2 C 0.02 -1.43 1.18  -0.2079
3 C 0.79 -0.81 0.06  0.5920
4 C 0.84 -1.47 -1.25  -1.3173
5 C 1.28 0.51 0.14  -0.4181
6 N 2.01 1.38 -0.76  -0.4765
7 H 1.66 -1.58 2.51  0.3060
8 H 0.18 -2.15 3.16  0.2963
9 H -1.04 -1.63 0.85  0.2453
10 H 0.90 -2.57 -1.13  0.3346
11 H 1.55 -1.08 -1.94  0.3454
12 H -0.15 -1.42 -1.84  0.2186
13 H 1.46 0.74 1.19  0.3096
14 H 2.37 0.89 -1.64  0.2347
15 H 1.49 2.26 -0.98  0.2373
16 O -2.04 2.81 0.48  -0.6243
17 H -2.02 3.26 1.35  0.3154
18 H -1.13 2.93 0.14  0.3114
19 O -2.68 0.44 -1.54  -0.5761
20 H -3.25 -0.27 -1.46  0.2899
21 H -2.87 0.95 -0.81  0.2727

=====

Record 3
The following is a quantum chemistry calculation of a structure of composition C5H11FO3V in a non-equilibrium geometry, from the OMol25 dataset.

The expectation value of S² is 3.758. As for the multiplicity: 4. The value obtained for the highest occupied orbital energy (spin up / spin down) is -8.277 / -9.996 eV. For the total energy, the calculation gives -39908.5222 eV.

Last column: Mulliken spin population.
Cartesian coordinates (Å):
1 F -0.71 -1.72 -4.87  0.0002
2 C -0.49 -1.12 -3.35  0.0023
3 H -0.50 -2.10 -2.87  0.0010
4 H -1.39 -0.49 -3.38  0.0002
5 H 0.51 -0.71 -3.55  0.0006
6 C 1.60 1.95 2.08  0.0007
7 O 2.12 1.92 0.79  -0.0117
8 C 0.74 0.72 2.37  0.0035
9 O -0.15 0.59 1.26  0.0108
10 C -0.76 -0.68 1.03  0.0011
11 C -1.24 -0.66 -0.42  -0.0073
12 O -0.21 -0.25 -1.29  -0.0453
13 V 0.91 1.05 -0.39  3.0013
14 H 0.98 2.86 2.24  -0.0031
15 H 2.40 1.98 2.85  0.0040
16 H 0.17 0.82 3.31  0.0099
17 H 1.37 -0.18 2.42  0.0098
18 H -1.60 -0.83 1.73  0.0090
19 H -0.01 -1.47 1.18  0.0083
20 H -2.12 0.00 -0.51  -0.0013
21 H -1.59 -1.69 -0.65  0.0062

=====

Record 4
The following is a quantum chemistry calculation of a structure of composition C4H7NO in a non-equilibrium geometry, from the OMol25 dataset.

Its energy relative to the best compared isomer or geometry (same formula, charge and spin) is 256.7 kJ/mol. The value obtained for the highest occupied orbital energy is -8.823 eV. For the total energy, the calculation gives -7796.9843 eV.

Last column: Mulliken charge in e.
Cartesian coordinates (Å):
1 C -1.86 -0.02 -1.12  -1.0649
2 C 1.86 0.05 0.67  -1.1707
3 C -0.38 -0.20 -0.96  0.6786
4 C 0.39 0.00 0.68  0.5037
5 N -0.54 0.15 1.49  -0.5477
6 O 0.37 -0.46 -1.87  -0.5391
7 H 0.15 0.22 2.58  0.2590
8 H -2.15 -0.14 -2.17  0.3261
9 H -2.38 -0.77 -0.51  0.2977
10 H -2.14 0.98 -0.78  0.2874
11 H 2.26 -0.95 0.83  0.2730
12 H 2.22 0.72 1.46  0.4057
13 H 2.21 0.42 -0.30  0.2913

=====

Record 5
The following is a quantum chemistry calculation of an isolated molecule of C4H7NO in a non-equilibrium geometry, from the OMol25 dataset.

Its energy relative to the best compared isomer or geometry (same formula, charge and spin) is 107.7 kJ/mol. The value obtained for the highest occupied orbital energy is -10.544 eV. For the total energy, the calculation gives -7798.5282 eV.

Last column: Mulliken charge in e.
Cartesian coordinates (Å):
1 N -1.38 1.87 1.16  -0.4568
2 C -1.32 0.79 0.74  0.2422
3 C -1.16 -0.58 0.23  -0.3482
4 C 0.12 -0.78 -0.62  -0.3911
5 C 1.16 0.32 -0.47  -0.6925
6 O 1.52 0.54 0.88  -0.5417
7 H -1.15 -1.24 1.11  0.2388
8 H -2.06 -0.83 -0.34  0.3031
9 H 0.57 -1.74 -0.32  0.2718
10 H -0.15 -0.87 -1.68  0.3131
11 H 2.07 0.03 -1.01  0.3703
12 H 0.79 1.25 -0.93  0.3559
13 H 0.96 1.24 1.23  0.3350

=====

Record 6
The following is a quantum chemistry calculation of a cluster of 11 separate species, H22O11 in total in a non-equilibrium geometry, from the OMol25 dataset.

Its energy relative to the best compared isomer or geometry (same formula, charge and spin) is 571.8 kJ/mol. The value obtained for the highest occupied orbital energy is -8.766 eV. For the total energy, the calculation gives -22875.5875 eV.

Last column: Mulliken charge in e.
Cartesian coordinates (Å):
1 O 0.62 0.51 -1.02  -0.5706
2 H -0.25 0.09 -0.89  0.2258
3 H 0.99 0.41 -0.18  0.3269
4 O -3.49 -1.03 0.42  -0.5771
5 H -2.99 -0.37 -0.10  0.2948
6 H -3.95 -1.57 -0.15  0.2733
7 O -2.25 0.78 2.24  -0.5641
8 H -3.12 0.87 1.79  0.3038
9 H -1.58 0.99 1.66  0.2231
10 O 5.16 2.57 -0.72  -0.6169
11 H 4.38 2.53 -1.27  0.2865
12 H 5.58 3.42 -1.05  0.3270
13 O -3.49 1.92 -2.21  -0.6400
14 H -3.24 0.95 -2.35  0.3184
15 H -2.61 2.26 -2.02  0.3177
16 O -2.46 -2.67 -1.42  -0.5581
17 H -1.79 -2.84 -2.02  0.2902
18 H -2.14 -3.22 -0.67  0.3072
19 O 3.15 -2.25 0.08  -0.5588
20 H 2.72 -1.84 0.89  0.2617
21 H 4.08 -2.39 0.24  0.2681
22 O 2.42 -0.25 -1.34  -0.5811
23 H 2.63 0.53 -1.86  0.2924
24 H 2.80 0.01 -0.52  0.2774
25 O -1.93 3.58 1.33  -0.5778
26 H -2.28 4.46 0.93  0.3125
27 H -2.07 3.06 0.53  0.2814
28 O 0.04 -2.59 0.54  -0.4446
29 H -0.36 -3.03 -0.14  0.1750
30 H 0.27 -3.36 1.10  0.2843
31 O 2.07 -0.51 2.20  -0.6064
32 H 2.35 -0.04 2.98  0.2817
33 H 1.99 -1.52 2.34  0.3665